Computed, not measured: 2 unconnected molecules or ions with the total composition HNO2S2, with the ωB97M-V functional and the def2-TZVPD basis.

* E_LUMO (alpha / beta): -0.079 / -0.078 Eh
* energy above the lowest of the compared OMol25 structures with the same formula, charge and spin: 379.2 kJ/mol
* net charge: 0
* gap between HOMO and LUMO (alpha / beta): 7.0 / 7.0 eV
* HOMO energy (alpha / beta): -9.1 / -9.1 eV

Each line ends with the natural charge from an NBO analysis.
Atoms and positions in Å:
1 N -0.098 0.846 0.017  0.05
2 O 1.014 -0.804 -0.295  -0.77
3 O 0.451 1.884 0.103  -0.23
4 S -1.706 -1.483 0.092  -0.24
5 S -1.546 0.375 -0.071  0.72
6 H 1.886 -0.819 0.153  0.46

Computed, not measured: a single C6H6N2O molecule, with the ωB97M-V functional and the def2-TZVPD basis.

* SMILES: [H]/N=C1/NC=C2OC=C[C@@H]21
* E_LUMO: 0.034 Eh
* energy above the lowest of the compared OMol25 structures with the same formula, charge and spin: 170.0 kJ/mol
* net charge: 0
* gap between HOMO and LUMO: 8.7 eV
* HOMO energy: -7.7 eV

Each line ends with the natural charge from an NBO analysis.
Atoms and positions in Å:
1 C 1.264 0.585 0.442  0.48
2 C 0.938 -1.353 -0.763  -0.05
3 C -0.269 -1.134 -0.182  0.22
4 C -2.202 -0.114 -0.543  0.14
5 C -1.442 0.791 0.125  -0.30
6 C -0.228 0.086 0.665  -0.38
7 H 1.166 2.245 1.262  0.34
8 H 2.826 -0.472 -0.541  0.41
9 H 1.232 -1.964 -1.565  0.22
10 H -3.184 -0.134 -0.991  0.21
11 H -1.820 1.764 0.522  0.23
12 H -0.400 -0.169 1.767  0.24
13 N 1.813 1.657 0.764  -0.68
14 N 1.856 -0.442 -0.273  -0.60
15 O -1.550 -1.346 -0.690  -0.47

Computed, not measured: a molecular structure, C20H29InOSi, with the ωB97M-V functional and the def2-TZVPD basis.

* E_LUMO (alpha / beta): 0.166 / 0.166 Eh
* energy above the lowest of the compared OMol25 structures with the same formula, charge and spin: 0.0 kJ/mol
* net charge: -2
* gap between HOMO and LUMO (alpha / beta): 2.3 / 2.3 eV
* HOMO energy (alpha / beta): 2.3 / 2.3 eV

Each line ends with the Mulliken charge.
Atoms and positions in Å:
1 In 0.899 0.238 0.248  -0.71
2 C -2.156 0.668 -1.536  -0.54
3 C -0.952 1.600 -1.594  0.66
4 C 0.136 0.671 -2.135  -0.80
5 H -1.117 2.538 -2.141  0.42
6 C -0.439 -0.556 -2.453  -0.39
7 C -1.782 -0.595 -1.955  -0.59
8 H -2.396 -1.477 -1.948  0.42
9 H -3.137 1.041 -1.271  0.33
10 H 0.993 1.108 -2.616  0.63
11 H 0.036 -1.365 -2.995  0.33
12 C -0.793 -0.756 2.346  -0.60
13 C -1.616 -1.521 1.500  -0.43
14 C -0.838 -2.568 0.934  -0.67
15 H -2.685 -1.404 1.382  0.41
16 C 0.470 -2.485 1.452  -0.05
17 C 0.539 -1.323 2.294  -0.98
18 H 1.362 -1.080 2.960  0.55
19 H -1.106 0.050 3.000  0.40
20 H -1.209 -3.357 0.283  0.41
21 H 1.267 -3.206 1.316  0.26
22 O 2.190 -0.925 -0.860  -0.08
23 C 3.434 -3.547 -0.978  0.97
24 C 4.150 -2.256 -1.010  -1.73
25 C 2.610 -3.961 -2.111  -1.36
26 C 3.598 -4.441 0.176  -1.89
27 C 3.429 -1.176 -0.222  0.91
28 H 4.261 -1.950 -2.054  0.10
29 H 5.150 -2.391 -0.587  0.50
30 H 3.231 -1.485 0.829  0.16
31 H 4.032 -0.248 -0.197  0.07
32 H 3.234 -4.405 -2.910  0.40
33 H 2.061 -3.113 -2.554  0.03
34 H 1.882 -4.731 -1.803  0.28
35 H 4.510 -5.057 0.084  0.65
36 H 2.750 -5.142 0.256  0.26
37 H 3.684 -3.895 1.130  0.23
38 C -4.334 3.523 0.748  -1.07
39 Si -2.499 3.919 1.082  0.12
40 C -2.026 5.299 -0.135  -1.09
41 C -2.281 4.473 2.861  -1.00
42 C -1.244 2.587 0.758  -0.55
43 C -0.695 1.894 -0.166  0.38
44 H -4.987 4.397 0.945  0.31
45 H -4.707 2.701 1.383  0.32
46 H -4.510 3.238 -0.305  0.29
47 H -2.600 6.225 0.041  0.34
48 H -0.954 5.534 -0.029  0.29
49 H -2.202 4.982 -1.177  0.26
50 H -2.582 3.667 3.550  0.26
51 H -1.214 4.687 3.034  0.24
52 H -2.845 5.375 3.150  0.31

Computed, not measured: 3 unconnected molecules or ions with the total composition C24H55Br2I2N6O4P3, with the ωB97M-V functional and the def2-TZVPD basis.

* E_LUMO: -0.030 Eh
* net charge: 0
* gap between HOMO and LUMO: 7.2 eV
* HOMO energy: -8.0 eV

Each line ends with the Mulliken charge.
Atoms and positions in Å:
1 C 3.272 -3.346 3.915  -0.84
2 C 1.790 -3.209 4.544  -0.24
3 O 1.725 -1.936 5.233  -0.34
4 C 0.437 -1.375 5.194  0.56
5 O -0.618 -2.008 4.997  -0.60
6 C 0.325 0.186 5.478  -0.69
7 C -0.112 1.049 4.190  -0.36
8 C 1.148 1.937 3.747  -0.84
9 P 1.455 2.031 1.884  -0.15
10 C 3.359 1.943 1.727  -0.32
11 I 4.407 0.442 0.548  0.10
12 C 4.170 2.889 2.424  0.16
13 C 3.598 4.069 3.322  -0.94
14 I 6.345 2.772 2.236  -0.03
15 C 0.731 0.551 0.968  -0.60
16 Br 1.235 -1.226 1.765  -0.03
17 C 0.986 0.596 -0.639  0.19
18 C 1.321 -0.839 -1.265  -1.29
19 Br -0.655 1.276 -1.585  -0.16
20 H 3.407 -4.391 3.488  0.28
21 H 4.058 -3.100 4.709  0.34
22 H 3.436 -2.616 3.058  0.13
23 H 1.677 -4.049 5.302  0.35
24 H 1.064 -3.319 3.680  0.20
25 H 1.316 0.551 5.929  0.35
26 H -0.438 0.298 6.328  0.36
27 H -0.578 0.431 3.363  0.29
28 H -0.936 1.754 4.563  0.38
29 H 2.132 1.634 4.256  0.44
30 H 0.944 3.007 4.114  0.37
31 H 3.397 3.645 4.368  0.24
32 H 4.463 4.811 3.469  0.38
33 H 2.690 4.558 2.850  0.29
34 H -0.411 0.610 1.081  0.68
35 H 1.856 1.318 -0.834  0.38
36 H 2.376 -1.186 -1.013  0.20
37 H 0.568 -1.645 -1.010  0.33
38 H 1.303 -0.719 -2.407  0.45
39 O 2.302 -4.393 -0.929  -0.80
40 P 2.148 -5.916 -1.104  0.68
41 N 2.047 -5.861 -2.812  0.32
42 C 0.927 -5.300 -3.546  -1.05
43 C 3.301 -5.508 -3.473  -1.10
44 N 0.657 -6.021 -0.276  0.35
45 C -0.626 -6.419 -0.826  -1.05
46 C 0.417 -5.030 0.776  -0.93
47 N 2.051 -7.700 -1.238  0.00
48 C 3.195 -8.312 -0.545  -1.07
49 C 1.773 -8.476 -2.441  -0.99
50 H 0.956 -5.655 -4.583  0.38
51 H 0.922 -4.207 -3.555  0.24
52 H -0.033 -5.653 -3.174  0.33
53 H 4.066 -6.256 -3.235  0.28
54 H 3.669 -4.528 -3.154  0.22
55 H 3.204 -5.497 -4.562  0.38
56 H -1.124 -5.587 -1.334  0.38
57 H -1.294 -6.761 -0.029  0.36
58 H -0.553 -7.261 -1.512  0.23
59 H 0.087 -4.073 0.360  0.22
60 H 1.325 -4.859 1.358  0.19
61 H -0.341 -5.372 1.486  0.41
62 H 4.121 -8.166 -1.112  0.34
63 H 3.045 -9.383 -0.383  0.38
64 H 3.328 -7.855 0.442  0.33
65 H 2.596 -8.446 -3.162  0.32
66 H 0.859 -8.155 -2.942  0.28
67 H 1.605 -9.526 -2.174  0.39
68 O -5.177 4.402 -1.347  -0.87
69 P -4.430 5.748 -1.296  0.73
70 N -4.889 6.233 -2.873  0.25
71 C -4.413 5.604 -4.092  -1.10
72 C -6.304 6.568 -3.006  -1.14
73 N -2.872 5.060 -1.156  0.28
74 C -1.781 5.158 -2.108  -0.96
75 C -2.783 3.757 -0.493  -0.92
76 N -3.604 7.330 -1.140  0.03
77 C -4.090 8.026 0.062  -1.06
78 C -3.393 8.319 -2.190  -0.99
79 H -4.596 6.271 -4.942  0.38
80 H -4.893 4.644 -4.296  0.32
81 H -3.333 5.466 -4.095  0.33
82 H -6.549 7.406 -2.344  0.29
83 H -6.950 5.724 -2.744  0.30
84 H -6.559 6.887 -4.021  0.35
85 H -1.881 4.426 -2.915  0.34
86 H -0.823 4.969 -1.612  0.35
87 H -1.681 6.152 -2.541  0.22
88 H -3.051 2.940 -1.171  0.24
89 H -3.447 3.719 0.373  0.27
90 H -1.776 3.568 -0.114  0.34
91 H -5.109 8.400 -0.087  0.34
92 H -3.442 8.864 0.334  0.36
93 H -4.103 7.341 0.917  0.34
94 H -4.321 8.811 -2.499  0.31
95 H -2.915 7.893 -3.073  0.28
96 H -2.708 9.098 -1.835  0.39

Computed, not measured: a single C6H10O molecule, with the ωB97M-V functional and the def2-TZVPD basis.

* SMILES: C=C(C)CC(C)=O
* E_LUMO: 0.035 Eh
* energy above the lowest of the compared OMol25 structures with the same formula, charge and spin: 28.5 kJ/mol
* net charge: 0
* gap between HOMO and LUMO: 10.1 eV
* HOMO energy: -9.1 eV

Each line ends with the natural charge from an NBO analysis.
Atoms and positions in Å:
1 C 1.922 1.324 -0.265  -0.72
2 C 0.891 0.728 0.670  0.62
3 C -0.603 0.858 0.364  -0.54
4 C -0.886 -0.527 -0.190  0.05
5 C -1.254 -1.619 0.777  -0.65
6 C -0.662 -0.731 -1.488  -0.42
7 O 1.233 0.085 1.642  -0.56
8 H 1.661 1.236 -1.325  0.23
9 H 2.885 0.843 -0.080  0.24
10 H 2.014 2.390 -0.029  0.24
11 H -1.117 1.083 1.305  0.23
12 H -0.850 1.627 -0.377  0.22
13 H -2.315 -1.503 1.033  0.22
14 H -0.681 -1.573 1.709  0.24
15 H -1.128 -2.609 0.328  0.22
16 H -0.536 0.114 -2.161  0.19
17 H -0.575 -1.726 -1.913  0.20

Computed, not measured: a molecular structure, C17H19N2O8Pb, with the ωB97M-V functional and the def2-TZVPD basis.

* E_LUMO: -0.142 Eh
* energy above the lowest of the compared OMol25 structures with the same formula, charge and spin: 35.8 kJ/mol
* net charge: +1
* gap between HOMO and LUMO: 9.1 eV
* HOMO energy: -13.0 eV

Each line ends with the natural charge from an NBO analysis.
Atoms and positions in Å:
1 Pb -0.079 0.936 -0.837  1.58
2 O 1.496 -1.483 2.056  -0.55
3 C 0.930 -1.338 1.008  0.79
4 O -0.024 -0.432 0.797  -0.94
5 C 1.256 -2.232 -0.195  -0.36
6 C 0.103 -2.337 -1.201  0.10
7 C 0.333 -3.463 -2.202  -0.43
8 C 1.459 -2.876 -3.088  -0.43
9 C 1.683 -1.507 -2.446  0.09
10 O 0.326 -1.148 -2.034  -0.61
11 C 2.418 -1.690 -1.105  -0.34
12 C 3.184 -0.460 -0.650  0.80
13 O 4.337 -0.535 -0.338  -0.52
14 O 2.553 0.755 -0.705  -0.63
15 H 1.539 -3.206 0.196  0.27
16 H -0.891 -2.286 -0.768  0.23
17 H -0.569 -3.647 -2.782  0.24
18 H 0.612 -4.390 -1.703  0.23
19 H 1.139 -2.767 -4.121  0.24
20 H 2.370 -3.471 -3.075  0.23
21 H 2.079 -0.740 -3.106  0.24
22 H 3.203 -2.435 -1.202  0.27
23 O -5.620 6.818 0.313  -0.70
24 C -6.505 5.785 -0.009  0.09
25 N -5.991 4.467 0.350  -0.61
26 C -4.897 4.008 -0.295  0.66
27 O -4.369 4.613 -1.213  -0.62
28 C -4.331 2.687 0.153  -0.16
29 C -5.006 1.738 0.908  -0.10
30 C -4.363 0.556 1.243  -0.24
31 C -3.066 0.357 0.810  0.06
32 N -2.417 1.262 0.066  -0.56
33 C -3.040 2.395 -0.255  0.09
34 H -4.897 6.789 -0.325  0.49
35 H -6.734 5.769 -1.074  0.18
36 H -7.418 5.948 0.558  0.19
37 H -6.224 4.095 1.255  0.40
38 H -6.030 1.900 1.219  0.23
39 H -4.856 -0.204 1.831  0.25
40 H -2.509 -0.534 1.071  0.23
41 H -2.511 3.118 -0.867  0.23
42 C 3.939 2.153 0.671  -0.74
43 C 3.504 1.806 -0.709  0.82
44 O 3.884 2.158 -1.751  -0.46
45 H 5.027 2.167 0.671  0.28
46 H 3.567 1.439 1.397  0.25
47 H 3.588 3.161 0.905  0.26

Computed, not measured: a molecular structure, C52H48BaN5P2Si, with the ωB97M-V functional and the def2-TZVPD basis.

* E_LUMO: -0.121 Eh
* energy above the lowest of the compared OMol25 structures with the same formula, charge and spin: 38.7 kJ/mol
* net charge: +1
* gap between HOMO and LUMO: 4.5 eV
* HOMO energy: -7.8 eV

Each line ends with the Mulliken charge.
Atoms and positions in Å:
1 Ba 0.536 0.877 0.793  1.50
2 C 2.512 -1.978 -2.143  -1.20
3 Si 0.755 -1.887 -1.435  -0.44
4 C 0.545 -3.528 -0.424  -0.38
5 C 1.075 -4.664 -1.051  0.11
6 C 1.208 -5.881 -0.367  -0.99
7 C 0.744 -5.995 0.935  -0.70
8 C 0.197 -4.889 1.586  -0.93
9 C 0.099 -3.657 0.929  0.21
10 P -0.410 -2.208 1.902  1.71
11 C -2.063 -1.727 1.245  0.21
12 C -2.627 -2.385 0.154  -0.54
13 C -3.929 -2.045 -0.267  -0.43
14 C -4.675 -1.036 0.347  -0.67
15 C -4.080 -0.365 1.447  -0.64
16 C -2.762 -0.644 1.822  0.16
17 C -0.838 -2.839 3.587  -0.23
18 C -2.118 -3.294 3.828  -0.05
19 C -2.437 -3.767 5.110  -0.62
20 C -1.501 -3.748 6.128  -0.62
21 C -0.205 -3.250 5.877  -0.61
22 C 0.136 -2.810 4.600  -0.67
23 C -0.490 -1.829 -2.861  0.97
24 C -0.907 -3.029 -3.487  -0.38
25 C -1.314 -3.039 -4.818  -0.89
26 C -1.450 -1.821 -5.500  -0.69
27 C -1.293 -0.616 -4.831  -0.25
28 C -0.916 -0.614 -3.485  -0.78
29 P -1.032 0.942 -2.539  1.54
30 C -2.661 1.685 -2.991  0.25
31 C -3.691 1.566 -2.064  -0.32
32 C -4.950 2.081 -2.387  -0.32
33 C -5.149 2.793 -3.560  -0.64
34 C -4.096 2.945 -4.443  -0.70
35 C -2.860 2.424 -4.161  -0.39
36 C 0.084 2.166 -3.372  0.85
37 C 1.189 1.686 -4.092  -0.93
38 C 2.116 2.577 -4.615  -0.45
39 C 1.971 3.956 -4.472  -0.76
40 C 0.860 4.430 -3.765  -0.81
41 C -0.085 3.554 -3.243  -0.70
42 H 2.566 -2.409 -3.138  0.62
43 H 3.167 -2.543 -1.456  0.37
44 H 2.907 -0.952 -2.199  0.02
45 H 1.429 -4.575 -2.081  0.44
46 H 1.648 -6.724 -0.891  0.42
47 H 0.816 -6.942 1.487  0.40
48 H -0.059 -4.934 2.659  0.26
49 H -2.115 -3.213 -0.348  0.34
50 H -4.364 -2.606 -1.123  0.35
51 H -5.676 -0.772 -0.038  0.44
52 H -4.638 0.367 2.028  0.42
53 H -2.248 -0.023 2.578  0.23
54 H -2.863 -3.343 3.030  0.42
55 H -3.436 -4.212 5.253  0.39
56 H -1.757 -4.143 7.115  0.38
57 H 0.529 -3.218 6.687  0.44
58 H 1.131 -2.456 4.337  0.61
59 H -0.872 -3.966 -2.901  0.45
60 H -1.501 -3.981 -5.337  0.41
61 H -1.747 -1.766 -6.551  0.42
62 H -1.481 0.326 -5.360  0.30
63 H -3.525 1.068 -1.101  0.05
64 H -5.764 1.963 -1.664  0.43
65 H -6.162 3.165 -3.818  0.34
66 H -4.233 3.461 -5.384  0.42
67 H -2.040 2.563 -4.863  0.33
68 H 1.327 0.615 -4.302  0.27
69 H 2.960 2.118 -5.146  0.42
70 H 2.652 4.674 -4.927  0.42
71 H 0.696 5.497 -3.612  0.42
72 H -1.004 3.941 -2.777  0.68
73 C 3.367 2.900 3.144  -1.36
74 C 3.630 1.894 2.050  0.75
75 C 3.782 0.533 2.384  -0.03
76 C 4.230 -0.446 1.437  0.50
77 C 4.515 -1.872 1.895  -1.50
78 C 4.479 -0.008 0.118  -0.50
79 C 4.264 1.332 -0.272  1.08
80 C 4.716 1.775 -1.660  -1.67
81 C 3.742 2.240 0.672  -0.76
82 H 2.383 2.757 3.612  0.14
83 H 3.398 3.920 2.716  0.35
84 H 4.134 2.784 3.917  0.42
85 H 3.537 0.226 3.419  0.32
86 H 4.855 -2.476 1.056  0.39
87 H 3.632 -2.369 2.340  0.15
88 H 5.300 -1.868 2.653  0.43
89 H 4.899 -0.704 -0.643  0.24
90 H 3.981 1.580 -2.450  0.22
91 H 5.650 1.273 -1.951  0.38
92 H 4.882 2.845 -1.675  0.47
93 H 3.524 3.264 0.382  0.31
94 N -0.088 1.734 5.490  0.01
95 C 0.219 0.774 4.604  -0.43
96 N 0.071 1.221 3.364  0.59
97 C -0.295 2.567 3.601  0.12
98 N -0.405 2.909 4.856  -0.70
99 C -0.555 3.573 2.553  -0.01
100 C -0.943 4.871 2.980  -0.49
101 N -1.306 5.772 2.099  -0.56
102 C -1.273 5.476 0.788  -0.48
103 C -0.819 4.253 0.361  -0.54
104 N -0.464 3.288 1.247  0.50
105 H -0.115 1.702 6.521  0.26
106 H 0.548 -0.219 4.889  0.44
107 H -0.917 5.153 4.037  0.48
108 H -1.644 6.196 0.080  0.45
109 H -0.744 4.032 -0.691  0.38

Computed, not measured: a molecular structure, C6H6Cl2O2, with the ωB97M-V functional and the def2-TZVPD basis.

* E_LUMO: 0.015 Eh
* energy above the lowest of the compared OMol25 structures with the same formula, charge and spin: 44.4 kJ/mol
* net charge: 0
* gap between HOMO and LUMO: 10.5 eV
* HOMO energy: -10.1 eV

Each line ends with the natural charge from an NBO analysis.
Atoms and positions in Å:
1 C -0.540 0.619 -0.088  -0.21
2 C 0.478 -0.223 -0.124  0.18
3 C -1.321 0.610 1.149  0.78
4 C 0.308 -0.992 1.685  0.16
5 C -1.010 1.406 -1.270  -0.63
6 C 1.469 -0.871 -0.942  -0.70
7 O -2.199 1.390 1.307  -0.52
8 O -0.835 -0.293 2.097  -0.52
9 Cl 0.098 -2.755 1.665  0.01
10 Cl 1.730 -0.510 2.619  0.00
11 H -1.356 2.498 -0.881  0.25
12 H -1.910 0.830 -1.695  0.24
13 H -0.182 1.437 -1.987  0.22
14 H 2.504 -0.713 -0.468  0.25
15 H 1.369 -0.565 -2.019  0.24
16 H 1.398 -1.868 -1.049  0.25

| no. | calculated total energy (Eh) | maximum force (eV Å⁻¹) |
| --- | --- | --- |
| 1 | -1001.984461 | 5.36 |
| 2 | -416.908925 | 2.25 |
| 3 | -1334.042109 | 3.46 |
| 4 | -8344.098673 | 7.06 |
| 5 | -309.831505 | 0.47 |
| 6 | -1563.341579 | 1.91 |
| 7 | -3281.656590 | 2.84 |
| 8 | -1303.028010 | 5.50 |